Entry from the Open Molecules 2025 dataset: a structure of composition C7H10N2O at a distorted geometry (ωB97M-V/def2-TZVPD).

Each line ends with the Löwdin charge.
Cartesian coordinates (Å):
1 C 1.61598 -1.33647 0.93148  -0.020
2 C 1.21364 -1.76446 -0.26408  0.032
3 C -1.40284 0.56542 -1.24327  -0.055
4 C -1.60545 -0.90863 -0.53625  -0.029
5 C 0.45454 -0.47168 1.07872  -0.242
6 C 0.20216 0.39366 -1.13360  -0.230
7 C -0.05350 -0.85689 -0.25138  -0.317
8 N 0.94609 0.97991 0.98174  -0.135
9 N 0.20575 2.05514 1.70216  0.052
10 O 0.99720 1.29034 -0.39119  -0.080
11 H 2.41872 -1.51582 1.63012  0.111
12 H 1.54344 -2.55079 -0.99116  0.116
13 H -1.71625 0.39338 -2.28118  0.088
14 H -1.80820 1.49980 -0.90158  0.082
15 H -2.28463 -1.03441 0.29033  0.088
16 H -1.92023 -1.51082 -1.41329  0.101
17 H -0.09018 -0.68672 1.98578  0.153
18 H 0.69153 0.23954 -2.08007  0.144
19 H -0.34611 2.48457 0.92801  0.072
20 H 0.93836 2.73490 1.95873  0.071

Results
- Electronic energy: -457.2715 Eh
- Largest force on an atom: 4.09 eV Å⁻¹
- E_HOMO: -8.27 eV
- Net charge: 0
- E_LUMO: 1.06 eV


Entry from the Open Molecules 2025 dataset: a cluster of 2 separate species, C7H10N2O in total at a distorted geometry (ωB97M-V/def2-TZVPD).

Each line ends with the Löwdin charge.
Cartesian coordinates (Å):
1 C -2.39823 -0.86511 -0.39178  -0.603
2 C -3.65000 -0.35005 -1.14329  -0.021
3 C 1.86580 0.04665 1.64662  -0.129
4 C 1.24093 -0.63811 0.60141  -0.071
5 C 1.25274 -0.05844 -0.65958  -0.139
6 C 1.89592 1.16617 -0.83203  -0.045
7 C 2.50035 1.74755 0.27824  -0.147
8 H -0.33782 -0.54153 -0.46551  0.002
9 H -1.16900 -0.14031 -1.94075  0.120
10 H -4.33696 -1.27295 -1.05552  0.108
11 H -3.44602 0.02428 -2.15010  0.059
12 H -4.07353 0.48565 -0.52673  0.091
13 H 1.84299 -0.35869 2.67111  0.116
14 H 0.73259 -1.58536 0.77804  0.123
15 H 0.75667 -0.54859 -1.49591  0.104
16 H 1.92844 1.65175 -1.80225  0.105
17 H 3.00959 2.70599 0.17487  0.106
18 N -1.23041 -0.46979 -0.96468  0.119
19 N 2.48800 1.21488 1.49997  0.057
20 O -2.49439 -1.49097 0.63355  0.047

Results
- Electronic energy: -457.4549 Eh
- Largest force on an atom: 2.40 eV Å⁻¹
- E_HOMO: -9.73 eV
- Net charge: 0
- E_LUMO: 0.57 eV
- SMILES: c1ccncc1.CC(N)=O


Entry from the Open Molecules 2025 dataset: a cluster of 2 separate species, C7H10N2O2S2 in total at a distorted geometry (ωB97M-V/def2-TZVPD).

Each line ends with the Löwdin charge.
Cartesian coordinates (Å):
1 C 0.14268 3.96884 0.19745  -0.299
2 C 0.57346 2.57172 0.32596  -0.351
3 C 0.37971 -0.20682 -0.26612  -0.421
4 C 1.32032 -0.63520 0.76783  -0.428
5 C 0.48984 -2.59484 0.03260  -0.235
6 C -1.31668 -3.88213 -0.61645  -0.180
7 C -2.37121 -4.76530 -0.27945  -0.737
8 H -0.87645 3.76149 -1.24699  -0.055
9 H 0.91701 4.55345 0.40682  0.075
10 H -0.87878 4.25335 1.00691  0.231
11 H 0.98274 2.30872 1.18741  0.031
12 H 2.69999 8.07156 -1.20831  -0.354
13 H 0.43952 -1.05705 -1.17605  0.145
14 H -0.71321 -0.39022 0.16515  0.146
15 H 1.77214 -2.44468 1.72446  0.163
16 H -0.88327 -3.46250 -1.79125  0.190
17 H -2.86748 -5.22885 -1.21630  0.077
18 N 1.22513 -2.02385 0.99255  0.113
19 N -0.43118 -3.43091 0.33366  0.026
20 O -0.38637 4.39578 -1.00099  0.003
21 O 2.17966 0.10901 1.41387  0.004
22 S 0.39397 1.49603 -0.87594  1.097
23 S -2.79152 -5.36759 1.12317  0.760

Results
- Electronic energy: -1328.5258 Eh
- Largest force on an atom: 10.10 eV Å⁻¹
- E_HOMO: -5.08 eV
- Net charge: 0
- E_LUMO: -3.69 eV


Entry from the Open Molecules 2025 dataset: the molecule C7H10N2O6 at a distorted geometry (ωB97M-V/def2-TZVPD).

Each line ends with the Löwdin charge.
Cartesian coordinates (Å):
1 C 1.45364 1.04853 -0.31951  -0.521
2 C -2.54083 0.23653 0.42142  -0.452
3 C 2.00184 1.94675 0.71925  -0.072
4 C -0.45534 -0.35324 -0.74225  -0.516
5 C -3.43738 -0.48895 1.33319  0.017
6 C 3.28529 1.87187 1.04472  0.059
7 C -0.71046 -0.08917 -2.29230  0.058
8 N 0.39794 -1.50658 -0.63403  0.175
9 N 1.22213 -1.60527 0.24481  -0.349
10 O 2.12757 0.52458 -1.21162  0.079
11 O -2.52671 1.41102 0.22773  0.158
12 O 1.82914 -2.84149 0.23923  0.084
13 O 1.51675 -0.86734 1.16409  0.093
14 O 0.16660 0.79930 -0.16625  0.062
15 O -1.54884 -0.69009 -0.03309  0.067
16 H 1.19566 2.65838 1.11134  0.145
17 H -3.31740 -1.55135 1.13850  0.086
18 H -4.50687 -0.07537 1.28668  0.130
19 H -3.01770 -0.41577 2.33749  0.100
20 H 1.55517 -3.39703 -0.56916  0.171
21 H 3.57190 2.39180 1.95648  0.071
22 H 3.90792 1.10978 0.62884  0.073
23 H 0.10273 0.70864 -2.66275  0.139
24 H -1.69570 0.26771 -2.51631  0.066
25 H -0.57706 -1.09326 -2.70650  0.078

Results
- Electronic energy: -833.5168 Eh
- Largest force on an atom: 3.57 eV Å⁻¹
- E_HOMO: -9.91 eV
- Net charge: 0
- E_LUMO: 0.52 eV
- SMILES: C=CC(=O)O[C@@](C)(/N=[N+](\[O-])O)OC(C)=O


Entry from the Open Molecules 2025 dataset: a cluster of 2 separate species, C7H10N3 in total at a distorted geometry (ωB97M-V/def2-TZVPD).

Each line ends with the Löwdin charge.
Cartesian coordinates (Å):
1 N -2.96208 -1.69515 2.39968  0.109
2 N -1.99583 -0.96788 1.66053  -0.162
3 C -1.64571 -1.42785 0.40577  0.015
4 C -0.62725 -0.70715 -0.32714  0.019
5 C 0.02102 0.49692 0.28447  0.020
6 C -0.43959 0.93212 1.60356  0.015
7 C -1.47603 0.13771 2.26645  0.030
8 H -3.84166 -1.75020 1.87646  0.120
9 H -2.57890 -2.65169 2.41821  0.120
10 H -2.14232 -2.32744 -0.01494  0.150
11 H -0.32027 -1.04724 -1.34805  0.108
12 H 0.82280 1.03290 -0.26753  0.093
13 H 0.02900 1.82566 2.08603  0.127
14 H -1.82095 0.46111 3.27261  0.152
15 C 3.63639 1.41064 -2.69798  -0.059
16 C 2.23094 1.02670 -2.79987  -0.258
17 N 1.12403 0.72698 -2.88147  0.137
18 H 4.01196 1.28578 -1.68117  0.084
19 H 4.26333 0.80552 -3.35427  0.091
20 H 3.78544 2.45511 -2.97550  0.090

Results
- Electronic energy: -436.6958 Eh
- Largest force on an atom: 3.29 eV Å⁻¹
- E_HOMO: -14.58 eV
- Net charge: +1
- E_LUMO: -4.61 eV


Entry from the Open Molecules 2025 dataset: the ion C7H10N3 with charge +1 at a distorted geometry (ωB97M-V/def2-TZVPD).

Each line ends with the Löwdin charge.
Cartesian coordinates (Å):
1 C 1.54811 -1.45875 -2.43758  0.192
2 C 1.07755 -0.64041 -1.67879  -0.085
3 C -2.80495 0.17442 -0.05394  -0.112
4 C -0.99141 -0.16451 1.06080  -0.301
5 C -0.61600 0.23368 -0.21657  -0.185
6 C -0.23332 -0.53091 2.34388  -0.015
7 C 0.79975 0.59550 -0.94242  -0.194
8 N -2.32803 -0.25009 1.12237  0.110
9 N -1.75481 0.37094 -0.92204  0.089
10 N 1.95228 1.00383 -0.01755  0.209
11 H 1.78038 -2.36182 -2.89520  0.040
12 H -3.82423 -0.02045 -0.40964  0.136
13 H 0.60399 -1.30394 2.06747  0.124
14 H 0.05186 0.33930 2.88040  0.066
15 H -0.80599 -1.06207 2.94919  0.020
16 H 0.61003 1.36055 -1.57265  0.107
17 H -1.72433 0.59905 -1.92441  0.180
18 H 1.54670 0.90703 1.01279  0.198
19 H 2.37207 1.96989 -0.22772  0.205
20 H 2.74036 0.23877 -0.13840  0.217

Results
- Electronic energy: -436.6233 Eh
- Largest force on an atom: 5.96 eV Å⁻¹
- E_HOMO: -12.32 eV
- Net charge: +1
- E_LUMO: -3.95 eV
- SMILES: C#C[C@H]([NH3+])c1[nH]cnc1C


Entry from the Open Molecules 2025 dataset: the ion C7H10N3 with charge +1 at a distorted geometry (ωB97M-V/def2-TZVPD).

Each line ends with the Löwdin charge.
Cartesian coordinates (Å):
1 C 2.12239 1.43950 -0.04655  -0.184
2 C 2.81218 -0.88602 -0.16635  -0.180
3 C 1.79480 0.09641 -0.05052  -0.149
4 C 0.44429 -0.33840 0.12659  -0.159
5 C 0.09973 -1.77388 0.22156  0.004
6 C -0.91688 0.97514 -1.26680  0.011
7 C -1.77433 0.32694 1.00178  -0.012
8 N 2.07777 2.56959 -0.02493  0.241
9 N 3.66791 -1.62217 -0.27304  0.241
10 N -0.64718 0.69702 0.14227  -0.199
11 H -0.37407 -1.98657 1.16375  0.094
12 H 1.05161 -2.39347 0.17706  0.128
13 H -0.73491 -1.97465 -0.45396  0.101
14 H -1.04377 -0.19963 -1.65325  0.169
15 H -1.92411 1.56953 -1.33473  0.157
16 H 0.05874 1.28420 -1.78800  0.134
17 H -2.40153 -0.43131 0.40930  0.141
18 H -1.58675 -0.07944 2.01615  0.132
19 H -2.47766 1.11713 1.16282  0.102
20 H -0.24823 1.61006 0.63685  0.229

Results
- Electronic energy: -436.6210 Eh
- Largest force on an atom: 5.02 eV Å⁻¹
- E_HOMO: -14.58 eV
- Net charge: +1
- E_LUMO: -5.27 eV
- SMILES: CC(=C(C#N)C#N)[NH+](C)C


Entry from the Open Molecules 2025 dataset: the ion C7H10N3O2S2 with charge +1 at a distorted geometry (ωB97M-V/def2-TZVPD).

Each line ends with the Löwdin charge.
Cartesian coordinates (Å):
1 C 0.01596 -0.59933 -0.20046  -0.174
2 C 1.76378 0.48595 0.95108  0.039
3 C -0.48420 -1.45517 -1.16610  -0.423
4 C 0.62161 0.71223 1.64736  -0.138
5 C 1.41732 -0.26264 -0.17068  -0.256
6 C -0.48527 0.21298 1.16664  -0.197
7 C 3.25342 -0.45894 -1.85871  -0.082
8 N 2.31515 -0.50153 -1.16108  0.200
9 N 4.13470 -0.56948 -2.75571  0.239
10 N -2.59135 0.34541 2.50860  -0.168
11 O -3.92510 1.48070 0.93982  -0.378
12 O -1.60668 2.29755 0.61897  -0.234
13 S 0.38192 -2.00647 -2.53534  0.855
14 S -2.32277 0.78508 0.86612  0.984
15 H -0.60471 -2.84272 -2.97321  -0.077
16 H 2.78692 0.54764 1.18377  0.121
17 H -1.53454 -1.60811 -1.14158  0.066
18 H 0.65842 1.26224 2.58271  0.138
19 H 4.60414 -1.46129 -2.83156  0.159
20 H 4.08534 -0.01342 -3.53168  0.112
21 H -3.49877 0.17393 3.01589  0.099
22 H -2.06379 -0.49681 2.58122  0.024
23 H -4.53984 1.11697 1.60358  0.043
24 H -2.38167 2.85522 0.66034  0.048

Results
- Electronic energy: -1383.3755 Eh
- Largest force on an atom: 6.25 eV Å⁻¹
- E_HOMO: -11.59 eV
- Net charge: +1
- E_LUMO: -4.54 eV


The lowest electronic energy belongs to which entry?
C7H10N3O2S2


E_HOMO of number 4 (C7H10N2O6)?
-9.91 eV